## P
Entry from the OMol25 dataset: 2 unconnected molecules or ions with the total composition C5H15NO2 (ωB97M-V with the def2-TZVPD basis set).

The calculation puts the gap between HOMO and LUMO at 8.74 eV. For the HOMO energy, the calculation gives -8.02 eV. Its structure (SMILES) is CC[C@@H](CO)NC.O. As for the LUMO energy: 0.72 eV.

```
23
Properties=species:S:1:pos:R:3:nbo_charge:R:1
C -0.38 -2.78 0.91 -0.6184
C 0.21 -1.39 0.88 -0.3980
C -0.23 -0.56 -0.35 -0.0597
C -1.76 -0.31 -0.36 -0.0717
O -2.49 -1.24 -1.15 -0.7319
N 0.47 0.70 -0.28 -0.6653
C 0.92 1.40 -1.46 -0.3956
H -0.17 -3.25 1.87 0.2151
H -1.46 -2.74 0.87 0.2012
H -0.05 -3.42 0.10 0.2035
H -0.13 -0.87 1.77 0.2003
H 1.30 -1.44 0.79 0.2079
H 0.05 -1.07 -1.27 0.1746
H -1.87 0.68 -0.81 0.1858
H -2.18 -0.36 0.64 0.1571
H -2.04 -2.09 -1.17 0.4631
H 0.88 0.98 0.60 0.3858
H 1.77 2.03 -1.23 0.2026
H 0.14 2.05 -1.89 0.1668
H 1.16 0.68 -2.24 0.1754
O 1.74 3.99 1.24 -0.9325
H 2.15 4.42 2.01 0.4672
H 1.97 4.61 0.54 0.4668
```

---

## Q
Entry from the OMol25 dataset: 3 unconnected molecules or ions with the total composition C5H15NO2 (ωB97M-V with the def2-TZVPD basis set).

The calculation puts the gap between HOMO and LUMO at 7.94 eV. For the HOMO energy, the calculation gives -7.67 eV. Its structure (SMILES) is CC/C=C/NC.O.O. As for the LUMO energy: 0.27 eV.

```
23
Properties=species:S:1:pos:R:3:nbo_charge:R:1
C 0.12 2.44 -0.89 -0.5848
C 1.53 1.86 -1.31 -0.4226
C 1.91 0.87 -0.19 -0.2855
C 1.07 0.00 0.36 -0.0082
N 1.33 -0.54 1.65 -0.6253
C 0.93 -1.90 1.92 -0.4089
H 0.13 2.82 0.14 0.2081
H -0.23 3.04 -1.66 0.2010
H -0.44 1.47 -0.84 0.1867
H 2.24 2.71 -1.17 0.1928
H 1.52 1.74 -2.35 0.2120
H 2.84 0.99 0.38 0.1909
H 0.20 -0.48 -0.08 0.1980
H 2.28 -0.27 2.07 0.3712
H 1.02 -2.18 2.91 0.2009
H 1.37 -2.59 1.23 0.1724
H -0.25 -2.02 1.71 0.1956
O -2.42 -1.31 0.54 -0.9695
H -2.99 -2.04 0.75 0.4808
H -2.63 -0.44 1.30 0.4968
O -2.89 -0.74 -2.02 -0.9413
H -2.37 -0.50 -1.31 0.4800
H -2.88 -1.65 -2.13 0.4589
```

---

## R
Entry from the OMol25 dataset: 3 unconnected molecules or ions with the total composition C5H15NO2 (ωB97M-V with the def2-TZVPD basis set).

The calculation puts the gap between HOMO and LUMO at 9.34 eV. For the HOMO energy, the calculation gives -8.65 eV. Its structure (SMILES) is C=C(N)CCC.O.O. As for the LUMO energy: 0.69 eV.

```
23
Properties=species:S:1:pos:R:3:nbo_charge:R:1
C -0.70 -2.71 -1.00 -0.4998
C 0.08 -1.72 -0.60 0.1884
N 0.68 -1.59 0.72 -0.8842
C 0.81 -0.79 -1.52 -0.4472
C 0.63 0.74 -1.19 -0.3948
C 1.40 1.39 -0.04 -0.6305
H -1.07 -2.82 -2.00 0.2023
H -1.13 -3.56 -0.53 0.2080
H 1.60 -1.17 0.82 0.4027
H 0.23 -2.05 1.49 0.3942
H 0.38 -0.92 -2.54 0.2191
H 1.82 -1.10 -1.70 0.2160
H -0.48 0.93 -1.14 0.1950
H 0.96 1.22 -2.09 0.2097
H 2.48 1.03 -0.16 0.1902
H 1.06 1.24 0.97 0.2221
H 1.56 2.46 -0.18 0.2247
O -1.01 0.28 2.25 -0.9695
H -1.89 0.65 1.98 0.4628
H -0.66 -0.24 1.48 0.4907
O -1.51 3.26 0.57 -0.9244
H -1.24 3.46 1.49 0.4671
H -1.53 2.31 0.65 0.4573
```

---

## S
Entry from the OMol25 dataset: a molecular structure, C5H15NO2 (ωB97M-V with the def2-TZVPD basis set).

The calculation puts the gap between HOMO and LUMO at 6.08 eV. For the HOMO energy, the calculation gives -7.60 eV. As for the LUMO energy: -1.52 eV.

```
23
Properties=species:S:1:pos:R:3:nbo_charge:R:1
C 0.62 -1.74 -1.01 -0.6101
C -0.71 -1.05 -0.79 -0.3784
C -0.47 0.49 -1.27 -0.5661
C -0.10 1.58 -0.33 0.4688
C -1.15 2.11 0.69 -0.6586
N 1.13 2.40 -0.60 -0.7568
H 1.42 -1.34 -0.39 0.2423
H 0.36 -2.80 -0.79 0.2444
H 0.93 -1.79 -2.05 0.1776
H -0.73 -0.97 0.26 0.2635
H -1.54 -1.60 -1.22 0.2236
H -1.24 0.83 -2.01 0.2721
H 0.31 0.37 -2.04 0.2383
H -2.03 1.61 0.30 0.2529
H -1.05 3.13 0.58 0.2631
H 1.12 2.44 -1.64 0.3917
H 1.10 3.40 -0.34 0.3902
H 0.79 -0.16 2.90 0.4494
H -0.70 0.94 0.88 0.4509
O 0.57 -0.33 1.97 -1.1658
H 0.80 -3.21 2.60 0.4342
H 0.40 -1.57 2.23 0.4917
O 0.16 -2.74 2.07 -1.1186
```

---

Last place for stability: S

---

## P
Entry from the OMol25 dataset: 3 unconnected molecules or ions with the total composition C2H11N2O2 (ωB97M-V with the def2-TZVPD basis set).

The calculation puts the gap between HOMO and LUMO at 10.02 eV. For the HOMO energy, the calculation gives -13.13 eV. Its net charge is +1. As for the LUMO energy: -3.11 eV.

```
17
Properties=species:S:1:pos:R:3:nbo_charge:R:1
C -0.68 1.28 0.52 0.0574
C 0.19 0.28 0.35 -0.2462
N 0.54 -0.14 -1.05 -0.6835
N -1.09 1.78 1.71 -0.7652
H -1.11 1.76 -0.33 0.2165
H 0.77 -0.26 1.08 0.2354
H 0.44 0.68 -1.66 0.4392
H 1.54 -0.32 -1.03 0.4701
H -0.10 -0.89 -1.33 0.4535
H -0.51 1.79 2.52 0.4076
H -1.75 2.54 1.70 0.4107
H -3.38 -1.41 -0.50 0.4852
H -2.21 -0.77 0.17 0.4617
O -2.85 -0.60 -0.54 -0.9457
H 4.47 -1.67 -0.57 0.4918
H 3.45 -2.79 -0.55 0.4860
O 3.52 -1.83 -0.61 -0.9746
```

---

## Q
Entry from the OMol25 dataset: 3 unconnected molecules or ions with the total composition C2H11N2O2 (ωB97M-V with the def2-TZVPD basis set).

The calculation puts the gap between HOMO and LUMO at 11.53 eV. For the HOMO energy, the calculation gives -14.43 eV. Its net charge is +1. As for the LUMO energy: -2.90 eV.

```
17
Properties=species:S:1:pos:R:3:nbo_charge:R:1
C -2.44 -0.63 1.46 -0.3996
N -1.25 -0.30 0.57 -0.5261
C -1.51 0.31 -0.60 0.3875
N -0.51 0.81 -1.30 -0.7488
H -2.42 -1.73 1.54 0.2245
H -2.31 -0.20 2.45 0.2404
H -3.33 -0.41 0.89 0.2198
H -0.25 -0.39 0.66 0.4334
H -2.55 0.39 -0.87 0.2130
H 0.41 0.91 -0.79 0.4554
H -0.80 1.17 -2.20 0.4279
H 2.77 -1.87 -0.92 0.4949
H 3.99 -1.20 -0.44 0.4999
O 3.04 -1.03 -0.53 -0.9635
H 2.10 1.72 0.51 0.5047
H 2.15 0.25 0.19 0.5183
O 1.50 0.96 0.45 -0.9817
```

---

## R
Entry from the OMol25 dataset: 3 unconnected molecules or ions with the total composition C2H11N2O2 (ωB97M-V with the def2-TZVPD basis set).

The calculation puts the gap between HOMO and LUMO at 9.12 eV. For the HOMO energy, the calculation gives -12.21 eV. Its net charge is +1. As for the LUMO energy: -3.09 eV.

```
17
Properties=species:S:1:pos:R:3:nbo_charge:R:1
C 0.17 -0.23 0.59 0.1078
C 0.07 -1.34 -0.23 -0.3347
N -0.70 -1.15 -1.46 -0.6630
N 1.01 -0.12 1.61 -0.7425
H -0.33 0.72 0.36 0.1976
H 0.11 -2.27 0.30 0.2293
H -1.73 -1.22 -1.35 0.4212
H -0.51 -1.88 -2.15 0.4429
H -0.57 -0.21 -1.81 0.4616
H 1.45 -1.02 1.80 0.3850
H 1.30 0.66 2.20 0.4587
H 2.04 2.90 3.23 0.4979
H 1.56 1.89 4.25 0.4935
O 1.68 2.00 3.29 -0.9617
H -2.88 0.10 -3.73 0.4888
H -1.48 -0.05 -4.31 0.4845
O -1.98 0.33 -3.56 -0.9671
```

---

Last place for stability: R

---

## P
Entry from the OMol25 dataset: 2 unconnected molecules or ions with the total composition C2H6O2S (ωB97M-V with the def2-TZVPD basis set).

The calculation puts the gap between HOMO and LUMO at 10.27 eV. For the HOMO energy, the calculation gives -9.60 eV. Its structure (SMILES) is O=CO.CS. As for the LUMO energy: 0.67 eV.

```
11
Properties=species:S:1:pos:R:3:nbo_charge:R:1
O 0.81 -0.72 -1.86 -0.5544
C 0.81 -1.78 -1.31 0.6589
O 1.08 -1.96 0.01 -0.7404
H 0.56 -2.73 -1.78 0.1064
H 0.44 -1.44 0.53 0.5018
C -0.38 1.70 0.38 -0.7214
S -0.58 0.32 1.54 -0.0700
H 0.50 1.47 -0.22 0.2479
H -0.23 2.62 0.93 0.2155
H -1.25 1.84 -0.24 0.2220
H -1.77 0.68 2.01 0.1338
```

---

## Q
Entry from the OMol25 dataset: 2 unconnected molecules or ions with the total composition C2H6O2S (ωB97M-V with the def2-TZVPD basis set).

The calculation puts the gap between HOMO and LUMO at 9.68 eV. For the HOMO energy, the calculation gives -9.00 eV. As for the LUMO energy: 0.68 eV.

```
11
Properties=species:S:1:pos:R:3:nbo_charge:R:1
C -0.86 -0.75 -1.06 -0.7650
C 0.91 0.13 2.20 0.2856
O 1.28 0.79 -1.56 -0.9828
O -0.11 0.73 2.09 -0.4920
S -0.04 0.94 -0.90 1.0712
H -1.44 -0.87 -2.06 0.2277
H -0.14 -1.43 -0.89 0.2238
H -1.58 -0.78 -0.35 0.2151
H 0.88 -0.95 2.08 0.0871
H 1.89 0.51 2.21 0.1147
H -0.78 1.68 -1.76 0.0145
```

---

Last place for stability: Q

---

## P
Entry from the OMol25 dataset: a single C3H5NO2S2 molecule (ωB97M-V with the def2-TZVPD basis set).

The calculation puts the gap between HOMO and LUMO at 8.65 eV. For the HOMO energy, the calculation gives -8.57 eV. Its structure (SMILES) is O/N=C/SCC(O)=S. As for the LUMO energy: 0.08 eV.

```
13
Properties=species:S:1:pos:R:3:nbo_charge:R:1
O 2.56 -1.25 -0.06 -0.5511
N 1.32 -0.56 -0.11 -0.2380
C 1.55 0.72 -0.27 -0.1164
S 0.19 1.77 -0.45 0.3188
C -1.11 0.93 0.52 -0.6315
C -1.91 -0.20 -0.08 0.2463
O -1.18 -1.18 -0.50 -0.6733
S -3.55 -0.20 -0.27 -0.0948
H 2.15 -2.23 -0.19 0.4827
H 2.61 1.08 -0.45 0.2395
H -1.78 1.76 0.80 0.2672
H -0.64 0.52 1.41 0.2486
H -0.21 -1.17 -0.34 0.5021
```

---

## Q
Entry from the OMol25 dataset: a single C3H5NO2S2 molecule (ωB97M-V with the def2-TZVPD basis set).

The calculation puts the gap between HOMO and LUMO at 9.14 eV. For the HOMO energy, the calculation gives -9.18 eV. Its structure (SMILES) is COC(=S)ONC=S. As for the LUMO energy: -0.04 eV.

```
13
Properties=species:S:1:pos:R:3:nbo_charge:R:1
C 1.00 1.61 -0.17 -0.2653
O 1.45 0.36 -0.69 -0.4878
C 1.27 -0.77 -0.04 0.4517
S 2.21 -2.08 -0.24 -0.0393
O 0.24 -0.81 0.87 -0.3815
N -0.96 -0.30 0.35 -0.3370
C -1.85 -1.21 -0.14 -0.1124
S -3.42 -0.92 -0.34 -0.0492
H 0.01 1.88 -0.59 0.2014
H 1.76 2.35 -0.48 0.2126
H 0.93 1.58 0.90 0.1866
H -1.33 0.45 1.01 0.4022
H -1.31 -2.14 -0.45 0.2181
```

---

Last place for stability: Q